No. 1
C12H32IOP2SiV | ωB97M-V/def2-TZVPD

Geometry (Å):
C: -1.53 3.39 -1.40
I: -1.18 2.63 0.70
H: -1.42 2.66 -2.21
H: -0.85 4.24 -1.55
H: -2.55 3.79 -1.39
V: 0.04 0.33 0.60
P: 1.81 0.97 -0.86
C: 2.70 2.23 0.14
C: 3.19 -0.14 -1.37
H: 3.94 0.41 -1.96
H: 2.28 2.14 -2.93
H: 2.79 -0.96 -1.99
H: 0.89 1.01 -3.07
H: 2.98 1.81 1.12
H: 3.70 -0.59 -0.50
C: 1.37 1.77 -2.43
H: 3.62 2.52 -0.40
H: 0.66 2.59 -2.28
H: 2.07 3.11 0.30
P: -2.02 -0.88 0.42
C: -2.82 -0.51 2.03
C: -3.16 -0.28 -0.87
H: -2.03 -3.03 -0.72
H: -3.29 -2.93 0.56
H: -1.58 -3.23 1.00
C: -2.25 -2.69 0.31
H: -2.79 -0.63 -1.84
H: -4.17 -0.68 -0.70
H: -3.75 -1.09 2.10
H: -3.04 0.56 2.12
H: -3.19 0.82 -0.88
H: -2.15 -0.80 2.85
C: 0.60 0.87 2.30
O: 0.87 1.40 3.31
C: 1.67 -1.47 3.91
Si: 1.41 -2.49 2.35
C: 3.04 -3.39 2.10
C: 0.13 -3.80 2.77
C: 0.98 -1.55 0.73
H: 2.12 -2.12 4.67
H: 0.74 -1.07 4.33
H: 2.36 -0.62 3.77
H: 3.34 -3.85 3.06
H: 2.95 -4.19 1.35
H: 3.85 -2.72 1.78
H: -0.84 -3.39 3.07
H: -0.02 -4.51 1.95
H: 0.53 -4.38 3.63
H: 1.93 -1.43 0.19
H: 0.35 -2.15 0.04

The highest occupied orbital energy (spin up / spin down) is -15.40 / -15.37 eV. Its spin multiplicity is 3. As for the largest force on an atom: 8.419 eV/Å. Its total charge is +2. For the gap between HOMO and LUMO (spin up / spin down), the calculation gives 7.09 / 6.94 eV. Its expectation value of S² is 2.0373. As for the lowest unoccupied orbital energy (spin up / spin down): -8.31 / -8.43 eV.

These are the Löwdin partial charges, in e, on atoms 1 to 6: atom 1 (C): -0.329, atom 2 (I): 1.192, atom 3 (H): 0.023, atom 4 (H): 0.029, atom 5 (H): 0.027, atom 6 (V): 0.128

No. 2
C12H32Mn2O10P | ωB97M-V/def2-TZVPD

Geometry (Å):
Mn: 1.32 1.28 0.47
Mn: 2.25 3.51 -0.82
O: 0.30 2.92 -0.19
H: -0.52 3.45 -0.16
O: 2.74 2.69 1.09
H: 3.29 3.19 1.72
O: 2.38 1.36 -1.30
H: 2.61 0.98 -2.18
C: -1.18 1.69 2.51
O: 0.13 1.29 2.22
C: 0.60 0.35 3.21
C: 2.11 -0.01 3.00
O: 2.27 -0.31 1.61
C: 3.67 -0.56 1.34
C: 3.76 -1.31 -0.04
O: 3.03 -2.55 -0.07
C: 3.16 -3.23 -1.34
H: -1.60 2.42 1.82
H: -1.15 2.23 3.46
H: -1.91 0.90 2.39
H: 0.03 -0.57 3.09
H: 0.56 0.79 4.20
H: 2.36 -0.85 3.65
H: 2.82 0.78 3.25
H: 4.04 -1.17 2.16
H: 4.23 0.38 1.27
H: 4.79 -1.42 -0.40
H: 3.23 -0.65 -0.73
H: 2.37 -3.98 -1.44
H: 4.13 -3.72 -1.36
H: 3.02 -2.56 -2.19
C: -5.00 -0.01 0.54
C: -3.99 0.44 -0.57
O: -2.70 0.49 0.05
P: -1.51 -0.14 -0.79
O: -0.16 0.07 -0.25
O: -1.72 0.38 -2.32
C: -1.86 1.77 -2.69
C: -2.58 1.84 -4.04
O: -1.81 -1.71 -0.89
C: -0.75 -2.65 -1.03
C: -0.22 -3.15 0.33
H: -5.00 0.64 1.42
H: -6.04 -0.03 0.19
H: -4.75 -0.95 1.04
H: -4.07 -0.21 -1.45
H: -4.26 1.46 -0.85
H: -2.36 2.22 -1.83
H: -0.86 2.21 -2.68
H: -3.53 1.31 -4.02
H: -2.69 2.88 -4.37
H: -2.04 1.45 -4.91
H: -1.03 -3.49 -1.68
H: 0.11 -2.13 -1.45
H: 0.61 -3.82 0.08
H: 0.19 -2.39 1.00
H: -0.86 -3.81 0.92

The highest occupied orbital energy (spin up / spin down) is -10.93 / -12.00 eV. Its spin multiplicity is 11. As for the largest force on an atom: 2.957 eV/Å. Its total charge is +1. For the gap between HOMO and LUMO (spin up / spin down), the calculation gives 6.85 / 7.88 eV. Its expectation value of S² is 30.0059. As for the lowest unoccupied orbital energy (spin up / spin down): -4.08 / -4.12 eV.

These are the Löwdin partial charges, in e, on atoms 1 to 6: atom 1 (Mn): 0.727, atom 2 (Mn): 1.137, atom 3 (O): -0.425, atom 4 (H): 0.013, atom 5 (O): -0.417, atom 6 (H): 0.011